A) Below is a single C7H14O2 molecule, with properties calculated with the ωB97M-V functional and the def2-TZVPD basis.

Geometry as XYZ:
```
23
Properties=species:S:1:pos:R:3:mulliken_charge:R:1
C -0.1222 0.2460 2.3411 -1.18
C -0.9488 -0.1518 1.3780 0.95
C -2.4423 -0.1234 1.5270 -1.32
C -0.4154 -1.1681 0.2762 -0.68
O 0.9141 -1.0023 -0.0500 -0.43
C 1.2884 0.1760 -0.9996 1.23
C 0.4808 1.4133 -0.7543 -1.29
C 1.1374 -0.3739 -2.4204 -1.46
O 2.6160 0.4350 -0.6908 -0.56
H 0.9456 0.1753 2.2085 0.30
H -0.4721 0.7491 3.2275 0.32
H -2.8727 0.6254 0.8573 0.28
H -2.8790 -1.0920 1.2816 0.31
H -2.7354 0.1348 2.5427 0.40
H -1.0721 -1.0499 -0.5963 0.36
H -0.5405 -2.1709 0.7038 0.36
H 0.5174 2.0830 -1.6099 0.41
H -0.5792 1.1083 -0.4429 0.21
H 0.8031 1.9279 0.1493 0.35
H 1.6366 -1.3424 -2.4942 0.35
H 0.0840 -0.5059 -2.6695 0.31
H 1.5885 0.3228 -3.1284 0.42
H 3.0679 -0.4162 -0.6366 0.35
```

Computed properties:
SMILES string = C=C(C)COC(C)(C)O
Gap between HOMO and LUMO = 10.085 eV
Net charge = 0

B) Below is 2 unconnected molecules or ions with the total composition C7H14O2, with properties calculated with the ωB97M-V functional and the def2-TZVPD basis.

Geometry as XYZ:
```
23
Properties=species:S:1:pos:R:3:mulliken_charge:R:1
C 1.4687 -1.0113 1.4913 -1.04
C 0.4071 -0.9707 0.7002 0.92
C 0.4098 -1.5740 -0.6740 -1.35
C -0.8562 -0.2626 1.1504 0.16
C -2.1075 -1.1246 1.0059 -1.53
O -1.0447 0.9777 0.4616 -0.70
H 2.4092 -1.4169 1.1538 0.28
H 1.4847 -0.5155 2.4480 0.26
H 0.1061 -0.8469 -1.4261 0.32
H -0.2868 -2.4097 -0.7300 0.29
H 1.4046 -1.9271 -0.9320 0.41
H -0.7367 0.0292 2.1983 0.42
H -2.3076 -1.3517 -0.0401 0.37
H -2.9655 -0.6045 1.4268 0.37
H -1.9765 -2.0585 1.5475 0.38
H -1.1529 0.8262 -0.5261 0.30
C 0.3928 1.9089 -2.0737 -1.06
C 1.3837 2.1388 -1.1998 0.20
O 1.2563 2.2199 0.1201 -0.55
H 0.6134 1.8723 -3.1269 0.29
H -0.6389 2.1317 -1.8484 0.36
H 2.4223 2.1295 -1.5128 0.37
H 0.3144 1.8398 0.3860 0.51
```

Computed properties:
SMILES string = C=C(C)[C@H](C)O.C=CO
Gap between HOMO and LUMO = 9.513 eV
Net charge = 0

It comes down to A), which is 6.7 kcal/mol more stable than the next structure.

A) Below is 4 unconnected molecules or ions with the total composition C2H12NO3, with properties calculated with the ωB97M-V functional and the def2-TZVPD basis.

Geometry as XYZ:
```
18
Properties=species:S:1:pos:R:3:mulliken_charge:R:1
C -0.3745 -1.4630 -1.8323 -0.15
C -1.4884 -2.1628 -1.8180 -0.46
N 0.1409 -0.9588 -0.5242 -0.28
H 0.0614 -0.9087 -2.6504 0.32
H -1.9120 -2.6478 -2.6872 0.28
H -2.0748 -2.1985 -0.9123 0.22
H -0.5711 -0.3589 -0.1085 0.35
H 0.3621 -1.6854 0.1552 0.35
H 0.9990 -0.4107 -0.5588 0.35
H 1.9244 1.9444 0.1424 0.33
H 0.7575 2.2002 1.0731 0.32
O 1.0374 1.6267 0.3522 -0.63
H 3.7614 4.0404 1.8891 0.31
H 2.5516 4.4276 1.0478 0.33
O 2.9643 3.6731 1.4823 -0.64
H -3.1881 -1.1065 1.4618 0.32
H -2.5448 -2.3335 2.0900 0.31
O -2.4062 -1.6779 1.3976 -0.63
```

Computed properties:
Gap between HOMO and LUMO = 11.762 eV
Net charge = +1

B) Below is 4 unconnected molecules or ions with the total composition C2H12NO3, with properties calculated with the ωB97M-V functional and the def2-TZVPD basis.

Geometry as XYZ:
```
18
Properties=species:S:1:pos:R:3:mulliken_charge:R:1
C 1.7261 -0.0620 0.9683 -0.82
C 0.6824 1.8608 -0.0675 -0.16
N 0.5535 0.7821 0.5988 0.11
H 2.4479 0.5836 1.4482 0.37
H 2.1646 -0.5774 0.1134 0.34
H 1.3037 -0.8583 1.5722 0.26
H 1.5366 1.9720 -0.7240 0.32
H -0.1600 2.5379 0.0057 0.27
H -0.3606 0.3817 0.8549 0.28
H -0.6195 -0.6303 -3.7277 0.30
H 0.8054 -0.5509 -3.1522 0.30
O -0.1126 -0.4358 -2.9375 -0.63
H -1.4898 -1.2137 3.3333 0.31
H -1.4048 -2.0533 2.1096 0.31
O -1.2906 -1.1486 2.3850 -0.62
H -2.6664 -0.0039 -0.7090 0.33
H -1.4144 -0.3939 -1.4821 0.34
O -1.7014 -0.1900 -0.5895 -0.61
```

Computed properties:
Gap between HOMO and LUMO = 10.421 eV
Net charge = +1

C) Below is 4 unconnected molecules or ions with the total composition C2H12NO3, with properties calculated with the ωB97M-V functional and the def2-TZVPD basis.

Geometry as XYZ:
```
18
Properties=species:S:1:pos:R:3:mulliken_charge:R:1
C 2.6260 -1.5121 -0.6333 -0.76
C 0.4077 -0.7101 0.1681 -0.10
N 1.3921 -0.6596 -0.6314 -0.03
H 2.5817 -1.9792 -1.6151 0.34
H 3.4864 -0.9874 -0.2530 0.32
H 2.4091 -2.2648 0.1631 0.28
H 0.2339 -1.3460 1.0186 0.28
H -0.4461 -0.2187 -0.2964 0.27
H 1.4527 -0.0080 -1.4269 0.39
H -1.3758 1.8857 3.6973 0.31
H -2.3683 2.8510 3.2835 0.32
O -2.2330 1.9006 3.2563 -0.62
H -0.2290 -0.0739 -2.9696 0.33
H 0.3591 1.2410 -3.4407 0.35
O 0.6157 0.3776 -3.0713 -0.69
H -3.2393 -0.1106 1.2764 0.31
H -2.8763 1.2563 0.9030 0.33
O -2.7966 0.3582 0.5715 -0.64
```

Computed properties:
Gap between HOMO and LUMO = 9.817 eV
Net charge = +1

D) Below is 3 unconnected molecules or ions with the total composition C2H12NO3, with properties calculated with the ωB97M-V functional and the def2-TZVPD basis.

Geometry as XYZ:
```
18
Properties=species:S:1:pos:R:3:mulliken_charge:R:1
C 1.1616 -1.2527 -1.4111 -0.47
O 1.0326 0.1254 -1.6933 -0.47
C 0.4963 -1.4474 -0.0392 -0.49
N -0.6910 -0.5529 0.0371 -0.24
H 2.1750 -1.6457 -1.3723 0.36
H 0.6185 -1.8367 -2.1592 0.37
H 1.4327 0.3987 -2.5303 0.30
H 0.2142 -2.5032 0.0572 0.37
H 1.1833 -1.1663 0.7529 0.30
H -1.1165 -0.4344 -0.8969 0.36
H -0.3738 0.3994 0.2838 0.28
H -1.4158 -0.7536 0.7288 0.37
H -1.7574 1.0020 2.8840 0.32
H -1.1488 -0.2632 3.4954 0.32
O -1.4393 0.1156 2.6589 -0.63
H 0.6489 2.7486 -0.4220 0.30
H -0.7941 3.1443 -0.0554 0.30
O -0.1702 2.4111 -0.0480 -0.62
```

Computed properties:
Gap between HOMO and LUMO = 11.953 eV
Net charge = +1

It comes down to D), which is 23.0 kcal/mol more stable than the next structure.

A) Below is 2 unconnected molecules or ions with the total composition C4H14N2OS, with properties calculated with the ωB97M-V functional and the def2-TZVPD basis.

Geometry as XYZ:
```
22
Properties=species:S:1:pos:R:3:mulliken_charge:R:1
N -2.8862 0.0618 0.6220 -0.74
C -1.5519 -0.4330 1.2754 -0.40
N -0.4877 0.0381 0.2876 -0.29
C 0.3739 -1.0977 -0.2765 -0.61
C 0.7832 -0.6737 -1.7577 -0.77
C 0.8117 0.8142 -2.0112 -0.37
S 1.7859 1.8178 -0.8676 -0.26
H -2.9250 1.1041 0.7370 0.27
H -2.6840 -0.0194 -0.3828 0.28
H -1.6293 -0.0162 2.3171 0.24
H -1.5691 -1.4496 1.3822 0.37
H 0.0289 0.6803 0.7218 0.27
H 1.2514 -1.3410 0.4441 0.32
H -0.0591 -2.1522 -0.1326 0.38
H 1.5918 -1.2224 -2.1448 0.41
H -0.1516 -1.2035 -2.1784 0.24
H 1.2957 0.9117 -3.0706 0.30
H -0.1303 1.3266 -1.9572 0.29
H 2.7457 1.0489 -0.5092 0.11
O 0.9359 0.3568 2.6932 -0.61
H 1.3820 0.2130 1.8411 0.26
H 1.0881 1.2352 2.9672 0.30
```

Computed properties:
SMILES string = NCNCCCS.O
Gap between HOMO and LUMO = 9.161 eV
Net charge = 0

B) Below is a molecular structure, C4H14N2OS, with properties calculated with the ωB97M-V functional and the def2-TZVPD basis.

Geometry as XYZ:
```
22
Properties=species:S:1:pos:R:3:mulliken_charge:R:1
C -0.8254 -2.1265 0.4078 -0.38
C -1.8284 -1.1648 -0.2691 -0.54
S -2.8308 -1.9578 -1.5755 -0.19
N -0.2321 -1.5417 1.6369 -0.45
H 0.0100 -2.2947 -0.2783 0.27
H -1.2666 -3.0748 0.7290 0.37
H -1.3062 -0.2659 -0.6335 0.19
H -2.5897 -0.8397 0.4730 0.31
H -1.9163 -1.9842 -2.5075 0.11
H 0.7756 -1.6190 1.7030 0.29
H -0.6398 -1.8078 2.5356 0.25
H -0.3712 -0.2761 1.3445 0.37
C 1.1313 1.2106 0.5800 -0.23
O -0.1917 0.8483 1.0899 -0.71
C 0.9933 2.0365 -0.6669 -0.43
N 2.2509 2.4522 -1.2589 -0.65
H 1.6919 1.8209 1.3109 0.20
H 1.6901 0.2890 0.3732 0.20
H 0.4682 1.4271 -1.3970 0.28
H 0.3478 2.8848 -0.4696 0.24
H 2.1630 2.6102 -2.2785 0.24
H 2.4760 3.3736 -0.8489 0.25
```

Computed properties:
Gap between HOMO and LUMO = 9.256 eV
Net charge = 0

C) Below is 2 unconnected molecules or ions with the total composition C4H14N2OS, with properties calculated with the ωB97M-V functional and the def2-TZVPD basis.

Geometry as XYZ:
```
22
Properties=species:S:1:pos:R:3:mulliken_charge:R:1
C 1.2381 -0.5085 -1.7449 -1.27
C -0.2190 -0.4831 -1.2281 0.16
C -1.1716 0.0879 -2.2594 -0.71
S -1.4143 -0.8869 -3.7730 -0.22
N -0.3679 0.3311 -0.0314 -0.35
C 0.2716 -0.1105 1.2013 -0.45
N -0.6331 -0.4811 2.2462 -0.61
H 1.3719 -0.9565 -2.7394 0.39
H 1.6327 0.5068 -1.8604 0.28
H 1.8824 -1.0017 -1.0250 0.34
H -0.4343 -1.5234 -0.9503 0.25
H -2.1465 0.1691 -1.7842 0.42
H -0.8208 1.0795 -2.5549 0.35
H -0.3803 -1.7292 -3.6624 0.09
H -0.2990 1.3094 -0.2732 0.28
H 0.9174 -0.9580 0.9832 0.23
H 0.9071 0.6976 1.5524 0.37
H -1.4884 -0.8831 1.8981 0.21
H -0.8565 0.2365 2.9301 0.26
O 0.4142 1.7562 4.0677 -0.65
H 0.9691 0.9807 4.2252 0.33
H 0.6272 2.3672 4.7825 0.30
```

Computed properties:
SMILES string = C[C@H](CS)NCN.O
Gap between HOMO and LUMO = 9.313 eV
Net charge = 0

It comes down to C), which is 24.5 kcal/mol more stable than the next structure.

A) Below is a molecular structure, C4H13N2O, with properties calculated with the ωB97M-V functional and the def2-TZVPD basis.

Geometry as XYZ:
```
20
Properties=species:S:1:pos:R:3:mulliken_charge:R:1
C 0.5886 1.3152 0.6071 -0.11
C 0.2897 -0.1926 0.4575 -0.74
C 0.9273 -0.8294 -0.7561 0.09
C 0.1944 -1.1584 -1.9653 -0.43
N -1.0715 -2.0029 -1.5329 -0.52
N 0.0558 2.1784 1.4762 -0.63
H 0.5595 1.7622 -0.3979 0.43
H 1.9103 1.3544 0.7570 -0.49
H 0.4982 -0.6728 1.4389 0.42
H -0.8032 -0.2448 0.2940 0.63
H 2.6020 1.1625 1.1287 0.48
H 0.8070 -1.7937 -2.6157 0.35
H -1.2517 -2.7743 -2.1905 0.28
H -0.9107 -2.3333 -0.5763 0.22
H -1.2854 1.5769 1.5454 0.42
H 0.2883 1.9793 2.4639 0.33
H -0.4147 -0.4135 -2.5326 0.25
H 1.9842 -1.0416 -0.6575 0.43
H -2.9090 1.2747 1.4446 0.29
O -2.0592 0.8536 1.6117 -0.72
```

Computed properties:
Gap between HOMO and LUMO = 5.986 eV
Net charge = +1

B) Below is 2 unconnected molecules or ions with the total composition C4H13N2O, with properties calculated with the ωB97M-V functional and the def2-TZVPD basis.

Geometry as XYZ:
```
20
Properties=species:S:1:pos:R:3:mulliken_charge:R:1
N 3.0271 -1.6045 1.8868 -0.64
C 0.1427 -0.3502 -0.4810 0.30
C -1.1626 -0.3372 0.0944 -0.67
C -2.1766 0.2715 -0.9834 -0.35
O -3.3138 0.6109 -0.2771 -0.49
C 0.8232 0.8083 -0.9919 -0.78
N 0.6322 2.0062 -0.1163 -0.47
H 3.4225 -2.5180 1.7091 0.24
H 2.0221 -1.6345 1.7811 0.19
H 3.2434 -1.3603 2.8356 0.24
H 0.4837 -1.3525 -0.7245 0.40
H -1.3405 0.2681 0.9851 0.41
H -1.4345 -1.3602 0.3406 0.37
H -2.3701 -0.4837 -1.7478 0.40
H -1.7440 1.1610 -1.4332 0.24
H -4.0772 0.1462 -0.6384 0.36
H 1.8608 0.5638 -1.1996 0.41
H 0.3586 1.0572 -1.9591 0.32
H 0.0926 1.7415 0.6919 0.22
H 1.5105 2.3664 0.2278 0.30
```

Computed properties:
Gap between HOMO and LUMO = 6.349 eV
Net charge = +1

It comes down to B), which is 113.5 kcal/mol more stable than the next structure.

A) Below is 2 unconnected molecules or ions with the total composition H3N3O3S, with properties calculated with the ωB97M-V functional and the def2-TZVPD basis.

Geometry as XYZ:
```
10
Properties=species:S:1:pos:R:3:mulliken_charge:R:1
N -0.3399 -1.5679 3.9399 -0.46
N -0.8446 -1.3532 2.9590 1.01
N -1.3474 -1.3479 1.8807 -0.46
O -3.0906 0.1989 1.7682 -0.32
O -1.8838 -0.3527 1.1647 -0.21
O 0.7977 -0.0835 0.4095 -0.46
S 0.7214 0.8395 -0.9511 -0.10
H -0.1980 -0.4115 0.5371 0.50
H -3.4105 0.5004 0.8343 0.36
H 0.4164 2.0963 -0.4402 0.14
```

Computed properties:
Gap between HOMO and LUMO = 8.834 eV
Net charge = 0

B) Below is 2 unconnected molecules or ions with the total composition H3N3O3S, with properties calculated with the ωB97M-V functional and the def2-TZVPD basis.

Geometry as XYZ:
```
10
Properties=species:S:1:pos:R:3:mulliken_charge:R:1
N 0.9503 -0.7855 1.7815 -0.60
N 0.6932 0.3149 1.1700 0.37
N 0.6271 0.7302 0.0526 0.00
O -0.3494 -1.1939 -0.8242 -0.30
O 0.3035 0.0641 -1.0701 -0.09
O -1.1411 2.0164 0.1474 -0.37
S -1.8057 1.6877 -1.0875 0.22
H 0.7025 -0.7920 2.8689 0.26
H 0.4108 -1.6021 -0.4374 0.35
H -0.8762 2.3022 -1.9441 0.15
```

Computed properties:
Gap between HOMO and LUMO (spin up / spin down) = 7.413 / 8.098 eV
Net charge = 0

It comes down to A), which is 37.0 kcal/mol more stable than the next structure.

A) Below is a gas-phase ion, C4H11N3O (charge +2), with properties calculated with the ωB97M-V functional and the def2-TZVPD basis.

Geometry as XYZ:
```
19
Properties=species:S:1:pos:R:3:mulliken_charge:R:1
C -2.5241 0.1862 -0.0572 0.25
C -0.4216 -1.2377 -0.7109 -0.59
C 0.2909 0.1265 -0.5349 -0.45
C 2.5665 0.2633 0.2751 -0.83
N -2.4980 -0.9383 0.5175 0.09
N -3.0382 1.3307 0.0113 -0.25
N 1.1149 0.1486 0.6300 -0.15
O -1.2806 -1.6872 0.4114 -0.24
H -1.0129 -1.3092 -1.6918 0.36
H 0.2909 -2.1008 -0.6645 0.41
H 0.2121 0.8843 -1.2609 0.60
H 2.7084 1.1910 -0.2172 0.38
H 3.1656 0.1948 1.1278 0.39
H 2.8622 -0.5442 -0.4248 0.34
H -3.2321 -1.5115 0.6782 0.26
H -2.6811 1.9727 -0.6903 0.30
H -3.6800 1.7779 0.6973 0.31
H 0.7510 0.7768 1.3112 0.37
H 1.1101 -0.8127 1.0897 0.46
```

Computed properties:
Gap between HOMO and LUMO (spin up / spin down) = 8.841 / 8.201 eV
Net charge = +2

B) Below is a gas-phase ion, C4H11N3O (charge +2), with properties calculated with the ωB97M-V functional and the def2-TZVPD basis.

Geometry as XYZ:
```
19
Properties=species:S:1:pos:R:3:mulliken_charge:R:1
C 1.7714 -0.1824 0.7308 -0.87
N 0.7863 0.9288 0.3112 -0.03
C -0.2363 0.5278 -0.6632 -0.60
C -1.4831 1.4418 -0.6337 -0.48
O -2.1239 1.0967 0.6482 -0.25
N -2.1273 -0.3164 0.5228 -0.04
C -1.1991 -0.8832 -0.0847 0.47
N -0.9655 -2.1177 -0.3376 -0.30
H 1.8539 -0.7324 -0.1574 0.38
H 2.7287 0.2661 1.1327 0.38
H 1.4196 -0.5625 1.6688 0.35
H 1.3610 1.6282 -0.2131 0.42
H 0.2660 1.2182 1.0889 0.41
H 0.1895 0.4028 -1.6169 0.61
H -1.4348 2.4832 -0.7087 0.38
H -2.3003 1.1058 -1.3731 0.34
H -2.8989 -0.7267 1.1417 0.31
H -0.2065 -2.4371 -0.9759 0.28
H -1.5035 -2.8512 0.0056 0.23
```

Computed properties:
SMILES string = C[NH2+][C@@H]1CONC1=[NH2+]
Gap between HOMO and LUMO = 11.679 eV
Net charge = +2

It comes down to B), which is 68.4 kcal/mol more stable than the next structure.

A) Below is a gas-phase ion, C3H9N2S (charge -1), with properties calculated with the ωB97M-V functional and the def2-TZVPD basis.

Geometry as XYZ:
```
15
Properties=species:S:1:pos:R:3:mulliken_charge:R:1
N -1.8282 1.0961 -0.0330 -0.42
C -0.6923 0.5516 -0.7367 -0.63
C 0.3873 0.1222 0.2398 0.14
N -0.1454 -0.5474 1.4229 -0.62
C 1.5209 -0.6251 -0.4671 -0.84
S 2.7913 -1.3159 0.5938 -0.64
H -2.7102 1.1528 -0.5021 0.13
H -1.8168 1.1909 0.9622 0.22
H -0.9627 -0.3488 -1.2994 0.34
H -0.2455 1.3001 -1.3919 0.26
H 0.8301 1.0629 0.6115 0.11
H 0.6763 -1.0320 1.8007 0.26
H -0.7970 -1.2768 1.1324 0.22
H 1.9455 0.0537 -1.2027 0.28
H 1.0468 -1.3842 -1.1304 0.20
```

Computed properties:
SMILES string = NC[C@@H](N)C[S-]
Gap between HOMO and LUMO = 6.374 eV
Net charge = -1

B) Below is 2 unconnected molecules or ions with the total composition C3H9N2S, with properties calculated with the ωB97M-V functional and the def2-TZVPD basis.

Geometry as XYZ:
```
15
Properties=species:S:1:pos:R:3:mulliken_charge:R:1
C 2.7707 0.1535 0.6771 -0.18
N 2.5340 1.4520 0.8576 -0.51
H 2.2786 -0.6203 1.2785 0.22
H 3.5017 -0.2080 -0.0424 0.23
H 3.2303 2.0357 0.3852 0.20
C -1.3715 0.9904 -0.4574 -0.46
C -1.1664 -0.0430 0.6577 -0.63
S -0.2830 -1.4940 0.0349 -0.69
N -2.0116 0.4178 -1.6943 -0.68
H -0.3207 1.2684 -0.7367 0.19
H -1.9439 1.9372 -0.1883 0.32
H -2.1326 -0.3126 1.1556 0.29
H -0.6132 0.4272 1.5169 0.23
H -2.9725 0.1788 -1.4696 0.22
H -1.5530 -0.4967 -1.8662 0.25
```

Computed properties:
Gap between HOMO and LUMO = 6.514 eV
Net charge = -1

It comes down to A), which is 23.9 kcal/mol more stable than the next structure.